Molecular formula: C12H30BFeN2O2P2
Method: DFT, ωB97M-V/def2-TZVPD

```
! wB97M-V def2-TZVPD RIJCOSX def2/J DEFGRID3
* xyz 2 6
H -2.637 1.972 0.242
O -0.910 -0.097 1.427
H -0.728 0.490 6.576
H 1.900 -2.840 -2.323
C -1.835 2.717 0.152
H 2.566 -2.132 0.646
H 1.328 3.317 -1.945
H -2.318 1.533 -2.559
H -1.402 2.877 1.147
H 0.961 -0.937 5.382
H 0.262 4.366 -0.969
H 1.391 3.240 -0.170
H 2.365 1.197 -3.285
H 0.953 -1.029 2.889
N -0.803 0.121 2.752
H 1.270 -2.640 1.756
C -0.749 0.392 5.490
C 1.667 -2.755 0.739
C 0.872 -3.087 -2.019
H -1.895 -2.950 -0.621
C 0.721 3.369 -1.030
H -0.390 -0.506 -1.850
B 0.763 -0.196 -3.831
H 0.796 -4.173 -1.857
P -0.565 2.076 -0.994
H -2.248 3.660 -0.235
H 0.192 -2.791 -2.828
C -1.791 0.949 4.743
H -0.823 1.902 -3.436
N 2.051 0.249 -3.026
C 0.200 -0.388 4.839
C -1.448 2.203 -2.590
H -0.204 -0.350 -2.781
H -2.575 1.546 5.198
C 1.663 0.342 -0.161
O 2.614 0.595 0.500
H -1.383 -2.743 1.076
H -0.863 -4.205 0.154
P 0.407 -2.243 -0.470
C -1.081 -3.129 0.093
H -1.803 3.233 -2.742
H 0.923 -1.282 -4.315
C -1.821 0.775 3.369
H 1.927 -3.808 0.568
H 2.834 -0.403 -3.146
H -2.660 1.091 2.738
Fe -0.143 -0.038 -0.217
C 0.206 -0.465 3.451
H 1.846 0.284 -1.973
H 0.397 0.689 -4.549
*
```

Output
- LUMO (spin up / spin down) (eV) = -6.351 / -7.854
- Kohn-Sham gap (spin up / spin down) (Eh) = 0.219 / 0.310

---

Molecular formula: C37H43BrCl5GeN3O9W
Method: DFT, ωB97M-V/def2-TZVPD

```
! wB97M-V def2-TZVPD RIJCOSX def2/J DEFGRID3
* xyz 1 2
C -0.561 7.192 -2.844
C 3.037 0.278 -0.899
O 0.831 -1.824 1.575
C 3.030 0.095 -2.416
C -3.044 -1.402 -0.706
Cl -3.508 -4.008 5.400
H -0.649 -2.055 3.736
H 4.161 2.851 3.940
H 0.430 -0.700 4.092
O 0.006 -2.101 -1.080
H -0.124 3.886 -5.262
C 1.124 -2.433 -3.249
H 0.532 -4.306 2.988
H 0.563 -4.659 -1.760
C 1.522 2.816 3.759
H 4.249 -1.447 -0.436
H 2.988 1.998 0.455
H 2.023 -2.743 -2.712
H -5.529 1.765 -2.985
C -3.074 -3.372 3.875
H 2.048 0.332 -2.814
C -0.126 -2.718 -2.423
C -2.251 -4.084 2.999
H 0.003 1.771 -3.938
Ge 1.693 -2.325 -0.080
C 3.036 1.779 -0.607
W -0.385 -0.406 0.206
H 0.638 -2.236 4.930
H 3.223 -2.317 3.947
C -4.187 -1.529 -1.494
C 1.480 -3.796 2.962
H 1.893 3.612 4.391
C -3.272 -1.672 2.167
C -0.134 2.753 -2.042
C -4.676 -0.418 -2.086
O -0.404 6.329 -3.971
Cl -4.304 -0.406 1.588
C -0.252 1.604 2.769
C 2.396 1.962 3.096
C -4.682 2.013 -2.352
O -0.165 1.492 0.001
O -0.439 6.399 -1.669
C 4.300 -0.362 -0.324
H 4.340 2.346 2.259
C -0.084 2.725 -3.436
N 0.548 0.728 2.134
H 2.500 0.314 1.742
H -0.321 -4.659 -3.292
Cl -1.869 -5.717 3.389
Br -2.071 1.307 2.358
N -4.100 0.780 -1.832
C -1.332 -2.139 -3.151
O -2.572 -2.440 -0.083
C -3.610 -2.175 3.412
H 3.304 -0.925 -2.680
C -0.287 -4.227 -2.292
C 1.856 0.973 2.298
H 5.174 -0.002 -0.866
H 2.062 -4.154 2.111
H 2.011 -4.061 3.875
C 1.342 -2.277 2.905
H -4.662 -2.492 -1.591
H -1.548 7.660 -2.875
H -1.207 -4.484 -1.774
H 1.077 -3.008 -4.173
C 0.161 2.639 3.566
H -0.569 3.286 4.032
Cl -4.786 -1.380 4.384
H 2.203 2.275 -1.094
C 2.754 -1.731 3.158
H -0.294 3.984 -0.260
C -1.789 -3.509 1.840
H 3.364 -1.835 2.257
H -2.255 -2.569 -2.774
H -5.557 -0.418 -2.710
H 3.955 2.207 -1.007
H 4.330 1.138 3.540
H -1.257 -2.380 -4.211
O 1.882 -0.376 -0.290
C -0.235 3.975 -1.339
H 2.745 -0.699 3.489
C -2.139 -2.157 1.367
C -0.315 5.108 -2.089
H 4.428 -0.125 0.734
Cl -0.912 -4.509 0.759
C -3.014 0.920 -0.993
H 0.215 7.959 -2.859
C 3.889 2.083 3.219
C -0.286 5.074 -3.486
H 1.187 -1.379 -3.501
H -1.361 -1.058 -3.049
N -2.361 -0.230 -0.524
H -5.008 2.647 -1.529
H 3.752 0.775 -2.872
C -0.163 1.532 -1.291
O -0.188 0.355 -1.789
H -3.939 2.562 -2.929
C -0.158 3.895 -4.182
C 0.375 -1.780 3.974
O -2.643 2.041 -0.705
*
```

Output
- LUMO (spin up / spin down) (eV) = -2.994 / -3.187
- Kohn-Sham gap (spin up / spin down) (Eh) = 0.214 / 0.208

---

Molecular formula: C33H31N2O2P2Re
Method: DFT, ωB97M-V/def2-TZVPD

```
! wB97M-V def2-TZVPD RIJCOSX def2/J DEFGRID3
* xyz 1 2
H -3.176 -2.424 2.100
H -4.145 4.361 -3.590
H 2.028 -5.201 3.420
H 0.623 -0.459 3.613
H 2.156 -3.024 -1.022
H 0.077 4.190 4.147
N 0.476 1.157 -0.582
O -3.058 -0.690 0.238
C 1.020 -3.893 2.061
H -4.444 -1.566 3.019
C 1.551 -0.488 3.054
H -1.734 4.456 -4.130
C -4.138 -1.918 2.036
C 0.071 2.537 2.787
C 3.137 -4.931 1.602
H 1.618 2.415 -1.803
H 0.171 -3.715 2.708
H 4.866 -0.631 1.081
N 0.043 -2.421 0.435
H 0.486 3.271 -0.724
C 0.561 -0.704 -5.378
C 1.847 -1.169 -5.151
C -0.197 -0.208 -4.327
H 3.386 -1.506 -3.693
C 2.798 -0.078 1.033
C -0.701 1.736 1.943
H 4.013 -4.507 -0.312
H -2.679 1.392 1.145
C -0.523 3.573 3.492
C 2.381 -1.146 -3.869
C -2.066 1.995 1.801
H -3.714 3.210 2.411
H 1.132 2.357 2.896
P -0.636 0.372 -1.623
H 2.643 -1.376 4.663
O -4.973 0.084 1.017
C 0.334 -0.182 -3.040
C -3.479 3.589 -3.225
C 1.624 -0.660 -2.817
C 1.168 2.423 -0.810
C -3.130 1.555 -1.993
H 2.036 -0.637 -1.816
P 0.081 0.479 0.917
C -2.653 3.028 2.513
C -1.770 1.607 -2.291
H 4.771 -1.461 3.406
H 0.144 -0.723 -6.376
H 2.840 0.273 0.010
C 2.149 -3.492 -0.048
C 3.178 -4.326 0.352
C 1.074 -3.275 0.812
H -4.891 -2.629 1.694
C 2.688 -1.009 3.647
C 1.603 -0.014 1.743
H -2.342 4.622 3.913
C 3.937 -0.590 1.635
C -2.123 3.646 -3.529
H 2.437 -1.549 -5.974
C -3.980 2.544 -2.466
C 3.883 -1.057 2.939
Re -1.195 -1.262 0.122
C -1.882 3.815 3.358
H -3.529 0.749 -1.392
H -0.224 2.693 -3.338
H 1.967 2.537 -0.077
H 3.945 -5.581 1.911
C -1.273 2.656 -3.071
H -1.199 0.156 -4.513
C 2.060 -4.718 2.453
H -5.036 2.492 -2.237
C -4.120 -0.752 1.088
*
```

Output
- LUMO (spin up / spin down) (eV) = -3.568 / -3.602
- Kohn-Sham gap (spin up / spin down) (Eh) = 0.245 / 0.285